1.
150
Properties=species:S:1:pos:R:3:forces:R:3:mulliken_charge:R:1 method="wB97M-V/def2-TZVPD" smiles=COCCNCCOC.COCCNCCOC.COCCNCCOC.COCCNCCOC.COCCNCCOC.COCCNCCOC.O.O homo_energy_ev=-8.4 max_force_ev_per_a=1.53 e_above_lowest_ev=0.0000 e_lumo_ha=0.0121 homo_lumo_gap_ev=8.75
C -1.0832 -2.2866 1.0138 -0.372 0.931 0.495 -0.141
O -0.9002 -2.9394 -0.2102 -0.534 0.120 0.407 0.136
C -2.0938 -3.5219 -0.7308 0.845 -0.013 -1.196 -0.479
C -2.1698 -5.0112 -0.4612 -0.386 0.516 0.209 -0.429
N -2.6992 -5.2804 0.8804 0.300 -0.513 -0.506 -0.288
C -2.6884 -6.7062 1.2229 -0.185 0.168 1.223 -0.824
C -1.3393 -7.2119 1.7304 0.276 -0.391 -0.343 -0.466
O -0.7900 -6.4041 2.7583 0.069 0.289 -0.251 -0.257
C -1.4549 -6.4654 3.9856 -0.610 -0.191 0.835 -0.802
H -2.0663 -1.8079 1.0883 -0.132 -0.323 -0.064 0.154
H -0.4134 -1.4260 1.0867 0.356 -0.293 -0.027 -0.223
H -0.9611 -2.9122 1.9060 0.150 -0.188 -0.150 0.184
H -1.9966 -3.3713 -1.8144 -0.011 -0.207 0.057 0.350
H -3.0018 -2.9751 -0.4662 0.057 -0.096 0.510 0.108
H -1.1663 -5.4258 -0.6130 -0.023 -0.055 -0.186 0.171
H -2.8506 -5.4022 -1.2241 0.003 -0.344 0.221 0.423
H -2.0553 -4.8621 1.5485 -0.143 0.170 -0.020 0.199
H -3.0610 -7.3741 0.4473 0.045 0.283 -0.319 0.434
H -3.3878 -6.8112 2.0621 -0.099 -0.134 -0.207 0.322
H -0.5913 -7.2123 0.9335 -0.018 0.123 0.040 0.295
H -1.4262 -8.2557 2.0653 -0.105 0.067 0.062 0.370
H -2.5484 -6.4949 3.8990 0.105 0.063 -0.176 0.323
H -1.2234 -5.5802 4.5794 0.198 0.050 -0.202 0.250
H -1.1789 -7.3383 4.5955 0.176 -0.041 -0.282 0.305
C 8.9479 -5.0931 0.5499 -0.126 0.765 -0.024 -0.718
O 7.7138 -4.6086 1.0283 -0.049 0.070 0.080 -0.307
C 6.6448 -5.4317 0.6130 0.154 -0.031 0.317 -0.410
C 5.3485 -4.9249 1.2170 0.020 0.743 0.160 -0.428
N 4.2535 -5.0940 0.2944 -0.376 -0.583 0.010 -0.290
C 2.9715 -4.6795 0.8272 -0.566 0.858 -0.570 -1.084
C 2.6918 -3.1741 0.6862 0.289 -0.081 1.090 0.146
O 2.3538 -2.9237 -0.6413 -0.201 0.110 -0.192 -0.476
C 1.8267 -1.6299 -0.8616 0.310 0.092 -0.217 -0.024
H 9.6978 -4.3767 0.8835 0.119 -0.191 0.112 0.244
H 8.9548 -5.0655 -0.5467 0.059 -0.370 0.007 0.301
H 9.1582 -6.0893 0.9454 0.103 -0.090 -0.153 0.290
H 6.8528 -6.4500 0.9684 -0.147 -0.097 -0.310 0.307
H 6.5743 -5.4301 -0.4827 -0.002 -0.096 0.018 0.304
H 5.4676 -3.8664 1.5111 0.304 -0.106 -0.054 0.217
H 5.1178 -5.4518 2.1452 -0.035 -0.141 -0.073 0.268
H 4.4143 -4.6033 -0.5773 0.120 -0.019 0.004 0.299
H 2.8530 -4.9754 1.8688 0.136 -0.167 -0.007 0.401
H 2.1642 -5.1176 0.2302 0.085 -0.326 0.221 0.304
H 3.5588 -2.5755 1.0284 0.071 -0.079 -0.302 0.277
H 1.8821 -2.8747 1.3740 -0.185 -0.171 -0.225 0.195
H 1.2261 -1.2705 -0.0286 0.018 -0.096 0.113 -0.335
H 1.1746 -1.6714 -1.7287 0.087 0.021 -0.099 0.020
H 2.6403 -0.9113 -1.0289 -0.069 0.028 -0.031 0.428
C -0.1444 0.2373 -4.0323 -0.079 0.301 0.140 -0.366
O 0.6204 -0.2998 -5.0872 -0.106 -0.290 -0.169 -0.349
C 0.4786 0.4043 -6.2964 -0.373 0.251 -0.070 -0.230
C 1.2364 -0.3189 -7.3905 0.043 -0.492 -0.188 -0.841
N 2.5962 0.1542 -7.6339 -0.276 -0.328 -0.363 -0.336
C 2.6235 1.3250 -8.5019 -0.062 0.747 1.186 -0.326
C 4.0553 1.7694 -8.7534 0.079 -0.624 -0.367 -0.443
O 4.1358 3.0046 -9.4233 -0.238 0.350 0.048 -0.334
C 3.9314 4.1108 -8.5692 0.309 0.157 0.179 -0.650
H -0.5086 -0.5691 -3.4002 0.154 -0.030 0.073 0.091
H -1.0164 0.7984 -4.3906 0.032 -0.098 -0.104 0.368
H 0.4565 0.9232 -3.4320 0.008 -0.024 0.034 0.041
H 0.8337 1.4402 -6.1648 0.053 -0.034 -0.156 0.250
H -0.5819 0.4738 -6.5876 0.011 -0.048 0.242 0.362
H 0.6527 -0.2941 -8.3128 0.191 0.246 -0.129 0.369
H 1.2716 -1.3820 -7.1335 0.002 0.080 0.210 0.314
H 2.9700 0.3781 -6.7177 0.324 0.098 -0.148 0.271
H 2.0957 2.1568 -7.9992 -0.048 0.053 -0.301 0.139
H 2.0910 1.1459 -9.4334 0.123 -0.268 -0.089 0.244
H 4.5355 1.0329 -9.4011 0.036 0.053 -0.002 0.274
H 4.6300 1.7704 -7.8169 -0.093 0.186 0.068 0.317
H 3.8900 5.0232 -9.1612 0.052 -0.129 -0.205 0.260
H 4.7763 4.2035 -7.8726 -0.115 -0.004 0.048 0.267
H 3.0029 4.0621 -7.9923 0.011 -0.163 -0.032 0.271
C -8.2175 1.9769 2.6411 -0.241 0.175 0.415 -0.667
O -7.7098 0.8997 3.3972 -0.132 -0.175 -0.115 -0.417
C -6.5314 1.1904 4.1163 0.283 -0.203 0.304 -0.676
C -5.3977 1.6417 3.2373 -0.042 0.362 -0.884 -0.342
N -5.0896 0.5818 2.2708 0.674 0.368 -0.007 -0.327
C -4.0986 1.0210 1.2950 -0.329 -0.044 -1.182 -0.209
C -3.9903 -0.0032 0.1711 -0.425 0.631 -0.874 -0.781
O -5.1562 0.1534 -0.6677 -0.332 -0.315 0.458 -0.418
C -5.9440 -1.0202 -0.7689 0.009 0.280 0.017 -0.616
H -7.8349 1.9867 1.6163 0.086 0.070 0.019 0.193
H -7.9971 2.9288 3.1387 0.035 0.041 -0.183 0.321
H -9.3026 1.8757 2.6160 0.021 -0.091 -0.125 0.281
H -6.2158 0.2454 4.5613 -0.178 -0.005 0.125 0.294
H -6.7264 1.9050 4.9274 -0.039 0.091 -0.139 0.413
H -4.5222 1.9153 3.8268 0.115 -0.345 0.162 0.271
H -5.6535 2.5664 2.6856 -0.122 -0.006 0.215 0.315
H -5.9087 0.4615 1.6794 -0.253 -0.250 0.426 0.253
H -3.1145 1.3028 1.6679 -0.088 -0.329 0.573 0.184
H -4.4838 1.8985 0.7418 0.265 0.236 0.269 0.306
H -3.9361 -1.0342 0.5160 0.146 0.008 0.168 0.402
H -3.1817 0.2443 -0.5230 0.448 -0.205 0.460 0.269
H -5.3966 -1.8002 -1.3068 -0.104 -0.141 0.067 0.224
H -6.8463 -0.7623 -1.3215 0.070 0.008 -0.118 0.289
H -6.2581 -1.3779 0.2181 0.131 -0.141 -0.027 0.296
C -2.6750 0.1443 6.3989 -0.091 0.130 0.032 -0.809
O -2.7527 1.5229 6.1043 0.113 0.063 -0.060 -0.133
C -1.8075 2.2832 6.8376 0.091 -0.615 0.159 -0.849
C -1.7163 3.6728 6.2582 0.243 0.111 0.907 -0.678
N -1.3391 3.6277 4.8898 -0.146 0.176 -0.363 0.185
C -0.5352 4.6670 4.2950 -0.570 0.024 -0.359 -0.963
C 0.1214 4.1953 2.9996 0.082 -0.179 -0.101 -0.361
O -0.5741 4.5510 1.8141 -0.062 0.235 0.077 -0.426
C -1.7767 3.8476 1.5833 -0.177 -0.113 0.480 -0.537
H -2.8860 -0.0354 7.4600 -0.023 -0.084 -0.045 0.326
H -1.6860 -0.2667 6.1630 0.022 0.073 0.010 0.330
H -3.4162 -0.3563 5.7805 -0.050 -0.044 0.049 0.197
H -0.8304 1.7757 6.7819 0.019 0.171 -0.181 0.390
H -2.0608 2.2862 7.9083 -0.196 0.215 -0.101 0.457
H -0.9442 4.1850 6.8584 -0.015 0.038 -0.122 0.335
H -2.6462 4.2205 6.4721 -0.073 -0.071 -0.262 0.268
H -1.3614 2.7208 4.4610 0.134 -0.006 -0.058 0.137
H 0.2105 5.0478 5.0055 0.099 -0.145 -0.021 0.520
H -1.1496 5.5318 3.9921 0.056 0.007 0.242 0.264
H 0.2551 3.1031 3.0417 0.155 0.073 -0.066 0.218
H 1.0951 4.6748 2.8944 0.038 -0.099 -0.017 0.348
H -2.3680 4.3799 0.8407 0.265 -0.027 -0.234 0.367
H -2.4022 3.8010 2.4816 0.095 -0.042 0.079 0.495
H -1.5682 2.8214 1.2549 -0.025 0.066 -0.095 -0.064
C 4.7716 3.0586 2.0617 0.161 0.322 -0.452 -0.897
O 3.9799 2.5937 0.9764 0.208 -0.183 0.559 -0.235
C 4.0931 3.4033 -0.1659 -0.522 0.267 -0.555 -0.619
C 3.1301 2.8971 -1.2367 0.071 0.485 0.341 -0.909
N 1.7376 2.9979 -0.8134 0.243 -0.156 -0.492 0.762
C 1.0582 4.2666 -1.0892 -0.860 -0.550 0.867 -0.230
C 0.0998 4.1409 -2.2716 1.302 -0.182 -0.777 0.024
O -0.0970 5.4230 -2.8445 -0.464 -0.199 0.369 -0.435
C -0.9790 5.3975 -3.9390 0.003 0.366 -0.496 -0.661
H 5.8061 2.7268 1.9368 -0.038 -0.165 0.210 0.294
H 4.3306 2.7047 2.9897 0.127 -0.165 0.037 0.261
H 4.7995 4.1548 2.0808 -0.177 -0.039 0.056 0.379
H 5.1070 3.4573 -0.5831 0.113 -0.228 0.299 0.377
H 3.7852 4.4220 0.1130 0.126 0.060 -0.115 0.382
H 3.3515 1.8670 -1.5184 0.206 0.005 -0.006 0.218
H 3.3062 3.5577 -2.0898 -0.214 -0.255 -0.230 0.463
H 1.6770 2.7544 0.1650 -0.065 0.049 0.046 -0.337
H 1.7376 5.1187 -1.1760 -0.024 -0.001 -0.217 0.348
H 0.4185 4.4048 -0.2161 0.227 0.598 0.030 -0.306
H -0.7953 3.5974 -1.9520 -0.274 0.382 -0.107 0.299
H 0.5762 3.5119 -3.0465 -0.085 -0.062 0.129 0.056
H -0.8293 6.3124 -4.5184 0.083 -0.001 0.163 0.276
H -2.0368 5.3834 -3.6540 0.069 -0.254 0.194 0.281
H -0.7650 4.5627 -4.6190 -0.054 -0.097 0.160 0.218
O 1.7270 0.9478 1.7524 -0.135 0.115 0.219 -0.453
H 2.0679 0.0717 1.9549 0.012 -0.042 -0.060 0.197
H 2.4977 1.5334 1.7934 0.045 -0.102 -0.261 0.276
O -0.2852 0.9542 -1.1125 -0.109 -0.139 0.043 0.093
H 0.5680 1.4268 -1.1735 -0.162 0.212 0.115 0.114
H -0.4854 0.9681 -0.1713 0.087 -0.037 0.044 -0.110

2.
73
Properties=species:S:1:pos:R:3:forces:R:3:mulliken_charge:R:1 method="wB97M-V/def2-TZVPD" homo_energy_ev="-10.3 / -11.4" spin_multiplicity=4 max_force_ev_per_a=0.89 e_above_lowest_ev=0.2216 e_lumo_ha="-0.0714 / -0.1823" homo_lumo_gap_ev="8.39 / 6.39" total_charge=+1
Ni -0.8069 0.4630 -1.0282 0.225 -0.129 0.855 0.915
C 0.3180 -2.7233 -3.0993 -0.011 -0.111 0.025 -1.480
As -0.0691 -0.8448 -2.8977 0.086 0.125 -0.204 0.885
C -1.2289 -0.5428 -4.4226 -0.017 -0.023 0.032 -1.265
C 1.5526 0.0279 -3.5142 0.034 -0.024 -0.063 0.247
C 2.3569 -0.5692 -4.4828 0.015 0.038 0.016 -0.679
C 3.4583 0.0996 -4.9932 0.002 -0.002 0.007 -0.712
C 3.7610 1.3791 -4.5476 0.000 -0.005 -0.001 -0.841
C 2.9702 1.9769 -3.5797 0.010 -0.037 -0.004 -0.654
C 1.8688 1.3071 -3.0513 0.106 0.017 -0.026 -0.103
As 0.8073 2.1271 -1.6501 -0.035 -0.062 -0.295 0.840
C 2.1689 2.8182 -0.4735 0.055 0.020 0.114 -1.234
C 0.1189 3.7284 -2.4859 -0.006 0.054 0.001 -1.258
H 0.5093 -2.9347 -4.1489 0.013 -0.053 -0.007 0.549
H -0.5550 -3.2878 -2.7771 0.003 -0.030 -0.015 0.411
H 1.1761 -3.0106 -2.4961 0.016 0.003 -0.008 0.448
H -0.7445 -0.9384 -5.3135 -0.031 0.013 -0.042 0.490
H -1.4058 0.5248 -4.5321 0.005 0.012 0.001 0.363
H -2.1860 -1.0305 -4.2506 0.000 -0.012 0.008 0.409
H 2.1307 -1.5632 -4.8475 -0.010 0.003 -0.012 0.317
H 4.0781 -0.3756 -5.7422 -0.008 0.007 0.003 0.414
H 4.6143 1.9080 -4.9511 -0.005 -0.005 0.004 0.418
H 3.2216 2.9732 -3.2350 -0.001 0.001 0.005 0.316
H 2.7496 3.5747 -0.9974 0.045 0.012 0.034 0.497
H 2.8176 2.0048 -0.1542 0.008 -0.006 0.014 0.406
H 1.7007 3.2648 0.4017 0.006 0.028 0.000 0.432
H 0.9076 4.2140 -3.0574 -0.012 0.045 -0.008 0.454
H -0.2462 4.3970 -1.7083 -0.007 0.008 0.002 0.401
H -0.7114 3.4681 -3.1387 0.010 -0.011 -0.018 0.368
C -4.7686 1.0334 -0.0438 -0.121 0.154 0.178 -1.069
S -3.2210 0.7823 -0.8094 -0.209 -0.167 -0.295 1.090
O -3.3744 0.7000 -2.2463 -0.151 0.059 0.088 -0.563
O -2.6514 -0.4755 -0.2515 -0.001 0.093 -0.246 -0.598
O -2.2981 1.8763 -0.4124 0.004 -0.125 -0.090 -0.695
H -5.3165 0.0952 -0.0922 -0.023 0.027 -0.036 0.350
H -5.2946 1.8173 -0.5837 0.007 0.002 0.031 0.396
H -4.5822 1.3249 0.9886 -0.050 -0.035 -0.005 0.297
C -3.1205 -2.9802 1.5054 -0.255 0.217 -0.091 -1.211
Ge -1.2517 -2.6053 1.7564 0.311 -0.132 -0.089 0.426
C -0.7005 -3.1229 3.5382 0.034 0.010 0.155 -1.099
C -0.1011 -3.4302 0.4222 0.101 -0.041 -0.060 -0.704
Ge -0.0681 -0.1463 1.2307 -0.382 0.385 -0.089 -0.522
C 1.5926 -0.5956 2.0949 0.381 -0.077 0.071 0.749
C 2.7252 -0.8217 1.3045 -0.014 -0.115 0.084 -0.157
C 3.9714 -1.0130 1.8864 -0.040 -0.025 -0.040 -0.706
C 4.0943 -0.9950 3.2683 -0.008 0.007 0.036 -0.516
C 2.9781 -0.7775 4.0689 0.002 -0.012 -0.034 -0.699
C 1.7363 -0.5745 3.4875 0.101 0.071 -0.068 -0.420
C -1.0522 0.9482 2.5331 -0.186 -0.105 0.094 0.766
C -1.9391 0.4538 3.4898 0.011 0.077 -0.011 0.006
C -2.6081 1.3081 4.3588 0.022 -0.014 -0.031 -0.788
C -2.3991 2.6768 4.2816 0.010 0.005 -0.013 -0.605
C -1.5281 3.1871 3.3287 0.004 -0.011 -0.005 -0.733
C -0.8694 2.3290 2.4595 -0.006 0.007 0.029 -0.174
H -3.2319 -4.0565 1.6607 -0.026 0.003 0.012 0.484
H -3.4487 -2.7105 0.5059 -0.015 -0.026 0.005 0.352
H -3.7278 -2.4529 2.2396 -0.028 -0.026 -0.012 0.388
H -0.8327 -4.2092 3.5659 0.017 0.013 0.059 0.522
H -1.3245 -2.6789 4.3111 0.022 -0.018 0.024 0.383
H 0.3436 -2.8877 3.7248 0.022 -0.019 0.023 0.338
H -0.5284 -4.3950 0.1409 0.040 -0.015 -0.009 0.518
H 0.8873 -3.5722 0.8585 0.014 -0.030 -0.045 0.420
H -0.0107 -2.8085 -0.4644 -0.041 -0.017 -0.003 -0.290
H 2.6336 -0.8502 0.2222 -0.013 0.022 -0.009 0.472
H 4.8430 -1.1787 1.2661 -0.008 0.001 0.002 0.432
H 5.0638 -1.1459 3.7251 -0.006 -0.001 0.000 0.398
H 3.0817 -0.7572 5.1461 -0.003 0.002 -0.005 0.426
H 0.8791 -0.3735 4.1193 -0.031 0.003 -0.014 0.444
H -2.1232 -0.6111 3.5704 -0.002 -0.010 0.014 0.063
H -3.2903 0.9047 5.0965 0.005 -0.009 -0.006 0.428
H -2.9153 3.3446 4.9587 0.000 -0.002 -0.006 0.397
H -1.3709 4.2558 3.2575 0.012 -0.007 -0.004 0.416
H -0.2133 2.7524 1.7057 0.001 0.004 -0.007 0.234

3.
52
Properties=species:S:1:pos:R:3:forces:R:3:mulliken_charge:R:1 method="wB97M-V/def2-TZVPD" homo_energy_ev="-10.4 / -10.3" max_force_ev_per_a=2.62 e_above_lowest_ev=0.9821 e_lumo_ha="-0.2002 / -0.2007" homo_lumo_gap_ev="4.92 / 4.88" total_charge=+1
Ru 0.3484 0.3039 -0.4221 2.237 -0.009 0.749 0.601
C -3.8644 -4.8516 1.2251 0.000 -0.134 -0.077 -0.796
O -4.1192 -3.8102 2.1548 -0.112 -0.095 0.080 -0.443
C -3.4273 -2.6763 2.0534 0.359 0.393 -0.161 0.912
C -3.7378 -1.6841 3.0109 -0.121 0.097 0.203 -1.095
C -3.0811 -0.4943 2.9918 -0.211 -0.128 0.177 -0.970
C -2.0848 -0.1806 2.0342 0.393 0.091 -0.329 -0.084
C -1.4173 1.0892 2.0330 -0.450 -0.507 0.184 0.973
C -1.7208 2.1482 3.0582 0.086 0.079 -0.068 -1.468
O -0.5485 1.4325 1.1941 0.781 -0.187 -0.878 -0.162
C -1.7784 -1.1896 1.0571 0.042 0.465 0.334 0.605
O -0.9014 -1.0498 0.1201 -1.286 -1.504 -0.201 -0.442
C -2.4595 -2.4244 1.1041 -0.020 -0.217 -0.134 -0.547
H -4.5366 -5.6586 1.4991 0.012 -0.007 -0.019 0.241
H -2.8318 -5.2004 1.2923 0.001 0.040 0.030 0.329
H -4.0770 -4.5316 0.2030 -0.004 0.041 0.024 0.332
H -4.4971 -1.8991 3.7498 0.011 0.010 -0.002 0.452
H -3.3434 0.2296 3.7478 -0.018 -0.015 -0.011 0.239
H -2.4707 1.8791 3.7894 0.010 0.016 0.001 0.377
H -2.0429 3.0480 2.5327 -0.008 -0.002 0.001 0.315
H -0.7922 2.3943 3.5743 0.002 -0.009 0.002 0.308
H -2.1784 -3.1547 0.3578 -0.044 0.030 0.018 0.449
C 3.4644 -2.7419 -2.2589 0.005 -0.038 0.132 -1.649
C 2.6571 -1.8560 -1.3457 -1.033 0.068 -1.563 0.624
S 1.3181 -1.1285 -2.0747 0.065 0.954 1.902 -0.076
C 3.0191 -1.6658 -0.0036 -0.149 0.637 1.644 0.761
C 4.1948 -2.3789 0.6084 0.076 -0.032 -0.116 -1.418
S 2.1906 -0.6489 1.0552 -1.391 0.260 -2.204 -0.129
H 3.0539 -2.7082 -3.2643 0.035 -0.035 -0.017 0.449
H 3.4515 -3.7776 -1.9144 0.031 0.005 0.020 0.382
H 4.5045 -2.4126 -2.2962 0.005 -0.023 -0.001 0.369
H 4.7398 -2.9892 -0.1055 0.006 0.007 -0.003 0.405
H 3.8465 -3.0217 1.4171 0.008 -0.025 -0.014 0.342
H 4.8808 -1.6555 1.0493 0.012 -0.014 -0.007 0.342
Cl -2.6111 1.5657 -4.9673 -0.073 0.012 0.202 -0.077
C -3.1942 1.9383 -3.3315 -0.532 0.273 -0.537 0.805
Cl -3.6225 3.6586 -3.2092 0.110 -0.214 0.028 -0.076
Cl -4.5856 0.9317 -2.9136 0.218 0.039 0.016 -0.067
C -2.1052 1.6711 -2.4070 0.291 0.088 0.284 -0.318
N -1.2251 1.4872 -1.7023 0.450 -1.162 0.351 -0.144
N 4.4874 6.3029 -1.8761 -0.039 -0.042 0.020 -0.399
C 3.8623 5.3677 -1.6464 0.156 0.212 -0.041 -0.216
C 3.0884 4.1953 -1.3717 -0.202 -0.318 0.046 0.758
C 3.5769 2.9324 -1.6916 0.009 0.146 0.004 -0.933
C 2.7934 1.8271 -1.4324 0.053 0.042 0.010 0.084
N 1.5741 1.9063 -0.8826 0.173 0.725 -0.059 0.418
C 1.1146 3.1273 -0.5638 -0.010 0.089 -0.012 -0.130
C 1.8286 4.2861 -0.7897 0.108 0.030 -0.046 -0.909
H 4.5527 2.8157 -2.1401 -0.006 -0.029 -0.007 0.487
H 3.1572 0.8426 -1.6810 -0.040 -0.069 0.035 0.203
H 0.1387 3.1649 -0.1024 0.018 -0.027 0.008 0.494
H 1.4100 5.2443 -0.5188 -0.015 -0.007 0.007 0.490